A.
Formula: C6H10O2
Source: OMol25
Level of theory: wB97M-V/def2-TZVPD

The geometry in ORCA input format:
```
! RIJCOSX wB97M-V def2-TZVPD def2/J DEFGRID3
* xyz 0 1
C -3.08599 0.53091 -0.11502
C -1.80905 -0.27159 0.00286
C -0.71838 0.41926 0.68814
C 0.69114 -0.38830 0.60840
C 1.81593 0.26057 0.00268
C 3.08946 -0.59791 -0.14006
H -3.92280 0.16069 -0.63801
H -3.55979 0.60994 0.87715
H -2.97050 1.78419 -0.50547
H -0.96819 0.37678 1.55818
H -0.44503 1.49984 0.13412
H 0.29859 -1.57549 0.01774
H 1.17761 -0.93969 1.71638
H 2.83164 -1.45750 -0.69987
H 4.00832 0.16393 -0.78936
H 3.68362 -0.79655 0.92576
O -1.72071 -1.26824 -0.60179
O 1.71670 1.32527 -0.50803
*
```

Summary:
* LUMO: 0.74 eV
* HOMO energy: -0.3595 hartree
* gap between HOMO and LUMO: 10.5 eV
* molar mass: 114.14 g/mol

B.
Formula: C6H10O2
Source: OMol25
Level of theory: wB97M-V/def2-TZVPD

The geometry in ORCA input format:
```
! RIJCOSX wB97M-V def2-TZVPD def2/J DEFGRID3
* xyz 0 1
C 2.05704 0.13631 -1.02954
C 1.44734 0.89826 0.09874
O 1.11486 0.41511 1.33235
C -0.00050 -0.09380 0.67099
C -0.17898 -1.57511 0.73541
C -1.09083 0.82098 0.31531
C -2.42533 0.39354 -0.11562
O -1.53644 0.92959 -1.08106
H 2.14828 -0.92047 -0.77655
H 1.45169 0.21807 -1.93815
H 3.05412 0.53636 -1.24461
H 1.53826 1.98402 0.07834
H -1.13265 -1.83410 1.20189
H -0.15150 -2.03423 -0.26202
H 0.63276 -2.01999 1.31676
H -0.99169 1.79587 0.78993
H -3.28509 1.01386 0.13084
H -2.65133 -0.66428 -0.22300
*
```

Summary:
* LUMO: 0.97 eV
* HOMO energy: -0.2893 hartree
* gap between HOMO and LUMO: 8.8 eV
* SMILES: C[C@@H]1O[C@@]1(C)[C@@H]1CO1
* molar mass: 114.14 g/mol

C.
Formula: C6H10O2
Source: OMol25
Level of theory: wB97M-V/def2-TZVPD

The geometry in ORCA input format:
```
! RIJCOSX wB97M-V def2-TZVPD def2/J DEFGRID3
* xyz 0 1
C -0.21199 -0.27237 0.20489
C 0.39041 0.84486 -0.39057
C 0.31546 0.81174 1.11131
C -0.14915 -1.75165 0.23917
C 1.97027 0.09893 -0.82455
C -2.09582 0.20168 -0.15124
O -2.66015 1.45357 -0.08495
O -2.81918 -0.72977 -0.38078
H -1.98589 2.10335 0.14703
H 0.09475 1.52904 -1.17007
H -0.39959 1.42074 1.64730
H 1.23169 0.63747 1.66204
H 0.60992 -2.11117 0.93006
H -1.13123 -2.10472 0.56662
H 0.00869 -2.15471 -0.76054
H 1.83830 -0.37741 -1.79092
H 2.60588 0.97966 -0.86786
H 2.38763 -0.57926 -0.08694
*
```

Summary:
* LUMO: 0.59 eV
* HOMO energy: -0.3244 hartree
* gap between HOMO and LUMO: 9.4 eV
* molar mass: 114.14 g/mol

Winner for stability: C

A.
Formula: C5H11N
Source: OMol25
Level of theory: wB97M-V/def2-TZVPD

The geometry in ORCA input format:
```
! RIJCOSX wB97M-V def2-TZVPD def2/J DEFGRID3
* xyz 0 1
C 1.98930 -0.89342 0.08443
C 0.94903 -0.12040 0.36640
C 0.57225 0.15349 1.79407
C 0.22563 0.62497 -0.72207
C -1.02717 -0.13531 -1.26364
N -2.23517 0.50737 -0.74940
H 2.52636 -1.44280 0.83839
H 2.30496 -1.06351 -0.94102
H -0.48587 0.36637 1.99580
H 1.16944 0.97400 2.18970
H 0.73843 -0.74347 2.39737
H 0.90249 0.89036 -1.54128
H -0.16307 1.56775 -0.35269
H -1.12821 -0.16289 -2.33616
H -0.95068 -1.10305 -0.77813
H -3.06417 0.18066 -1.23004
H -2.32354 0.39989 0.24828
*
```

Summary:
* LUMO: 1.09 eV
* HOMO energy: -0.3317 hartree
* gap between HOMO and LUMO: 10.1 eV
* SMILES: C=C(C)CCN
* molar mass: 85.15 g/mol

B.
Formula: C5H11N
Source: OMol25
Level of theory: wB97M-V/def2-TZVPD

The geometry in ORCA input format:
```
! RIJCOSX wB97M-V def2-TZVPD def2/J DEFGRID3
* xyz 0 1
C -2.09754 0.39883 0.60159
C -1.24881 -0.31124 -0.76680
N 0.12953 -0.68846 -0.57408
C 0.43229 -0.73721 0.83291
C 1.04612 0.30381 -0.03900
C 2.46560 0.23993 -0.56053
H -2.99153 -0.21591 0.71136
H -1.83854 0.56077 1.69008
H -2.35529 1.40920 0.30671
H -1.79101 -1.24078 -0.99763
H -1.28930 0.30939 -1.68860
H -0.46743 -0.37256 1.33970
H 0.96063 -1.59646 1.23570
H 0.65076 1.31422 0.09573
H 3.17164 0.70038 0.13939
H 2.55308 0.76771 -1.51863
H 2.76903 -0.79894 -0.72366
*
```

Summary:
* LUMO: 1.16 eV
* HOMO energy: -0.3305 hartree
* gap between HOMO and LUMO: 10.2 eV
* SMILES: CCN1C[C@H]1C
* molar mass: 85.15 g/mol

C.
Formula: C5H11N
Source: OMol25
Level of theory: wB97M-V/def2-TZVPD

The geometry in ORCA input format:
```
! RIJCOSX wB97M-V def2-TZVPD def2/J DEFGRID3
* xyz 0 1
C -2.24921 -0.36952 -0.17366
C -1.16764 0.76806 0.06560
C 0.67387 -0.96721 0.05377
C 2.08907 -0.31815 -0.13206
C 1.36404 0.95962 -0.09198
H -1.83755 -1.29391 0.27613
H -2.42448 -0.44878 -1.28383
H -3.16536 -0.18544 0.40174
H -1.21108 0.89460 1.13146
H -1.54282 1.70556 -0.33794
H 0.46559 -1.87568 -0.62841
H 0.48813 -1.19574 1.08329
H 2.67154 -0.54049 0.81979
H 2.77162 -0.69614 -0.94329
H 1.32230 1.42082 0.91018
H 1.64531 1.83265 -0.74406
N 0.10669 0.30975 -0.40673
*
```

Summary:
* LUMO: 1.20 eV
* HOMO energy: -0.3070 hartree
* gap between HOMO and LUMO: 9.6 eV
* molar mass: 85.15 g/mol

Winner for stability: A

A.
Formula: C5H11N
Source: OMol25
Level of theory: wB97M-V/def2-TZVPD

The geometry in ORCA input format:
```
! RIJCOSX wB97M-V def2-TZVPD def2/J DEFGRID3
* xyz 0 1
C 0.97624 0.30923 -0.78656
N 0.17556 -0.42226 -1.42261
C -0.04996 -1.74539 -0.86934
C -1.51231 -2.14445 -1.03572
H 0.97904 0.38584 0.29121
H 1.68874 0.96768 -1.36636
H 0.57302 -2.47886 -1.44067
H 0.24555 -1.99541 0.19140
H -1.72428 -3.16636 -0.70436
H -2.24924 -1.50764 -0.50782
H -1.72466 -1.95099 -2.12296
C 0.81634 2.62897 1.19538
C 0.06392 1.90527 2.04058
H 1.88334 2.50329 0.99359
H 0.42233 3.52931 0.71728
H 0.38194 0.97428 2.47050
H -0.94557 2.20747 2.35646
*
```

Summary:
* LUMO: 0.86 eV
* HOMO energy: -0.3308 hartree
* gap between HOMO and LUMO: 9.9 eV
* SMILES: C=NCC.C=C
* molar mass: 85.15 g/mol

B.
Formula: C5H11N
Source: OMol25
Level of theory: wB97M-V/def2-TZVPD

The geometry in ORCA input format:
```
! RIJCOSX wB97M-V def2-TZVPD def2/J DEFGRID3
* xyz 0 1
C 0.86045 2.51603 0.54074
C -0.23184 1.55431 0.98848
C 0.17222 0.15776 0.71634
C -0.61963 -0.66691 -0.03737
N -0.53594 -2.04027 -0.02890
C -0.22764 -2.49159 -1.58972
H 0.73932 2.60375 -0.55387
H 0.72000 3.58137 0.80309
H 1.78744 2.08919 0.90823
H -1.20232 1.80920 0.45313
H -0.66175 1.69473 2.04012
H 1.13337 -0.14094 1.19431
H -1.45937 -0.31347 -0.57364
H 0.19548 -2.38645 0.61107
H -1.05712 -3.03463 -1.89713
H 0.54365 -3.35239 -1.45901
H -0.15632 -1.57969 -2.11588
*
```

Summary:
* LUMO: 1.16 eV
* HOMO energy: -0.2920 hartree
* gap between HOMO and LUMO: 9.1 eV
* SMILES: CC/C=C/NC
* molar mass: 85.15 g/mol

Winner for stability: B

A.
Formula: C3H4N2O
Source: OMol25
Level of theory: wB97M-V/def2-TZVPD

The geometry in ORCA input format:
```
! RIJCOSX wB97M-V def2-TZVPD def2/J DEFGRID3
* xyz 0 1
N -0.49561 -2.06390 1.01421
C -0.29425 -0.95252 0.79844
C 0.01212 0.33851 0.24204
N -1.20411 0.63412 -0.55796
C 1.41600 0.11258 -0.38305
O 2.01023 -0.92929 -0.29521
H 0.21036 1.17177 0.94577
H -1.94558 0.90586 0.09414
H -1.56826 -0.21319 -1.01336
H 1.85910 0.99607 -0.84502
*
```

Summary:
* LUMO: 0.24 eV
* HOMO energy: -0.3802 hartree
* gap between HOMO and LUMO: 10.6 eV
* SMILES: N#C[C@H](N)C=O
* molar mass: 84.08 g/mol

B.
Formula: C3H4N2O
Source: OMol25
Level of theory: wB97M-V/def2-TZVPD

The geometry in ORCA input format:
```
! RIJCOSX wB97M-V def2-TZVPD def2/J DEFGRID3
* xyz 0 1
O -1.62905 0.44614 1.73258
C -1.18595 0.99959 0.62103
C -0.76371 1.46919 -0.40259
N 1.46908 -0.34982 -1.57439
N 1.18752 -1.02301 -0.56854
C 0.83880 -1.46791 0.47621
H -2.27378 1.03638 2.14675
H -0.34792 1.83871 -1.31305
H 2.41284 -0.59868 -1.87871
H 0.29216 -2.35060 0.76071
*
```

Summary:
* LUMO: 0.61 eV
* HOMO energy: -0.3262 hartree
* gap between HOMO and LUMO: 9.5 eV
* molar mass: 84.08 g/mol

Winner for stability: A

A.
Formula: C3H4N2O
Source: OMol25
Level of theory: wB97M-V/def2-TZVPD

The geometry in ORCA input format:
```
! RIJCOSX wB97M-V def2-TZVPD def2/J DEFGRID3
* xyz 0 1
O 2.41405 -0.00880 0.04668
C 1.05869 0.09934 0.06919
N 0.36026 -1.02478 -0.13400
N -0.91062 -0.81252 -0.02351
C -1.08565 0.76995 0.12923
C 0.30152 1.25392 0.27267
H 2.55255 -0.91831 -0.25336
H -1.41242 -1.65117 -0.34504
H -1.66333 1.13985 1.02974
H -1.61505 1.15251 -0.79159
*
```

Summary:
* LUMO (spin up / spin down): -0.53 / -0.54 eV
* HOMO energy (spin up / spin down): -0.3196 / -0.3196 hartree
* gap between HOMO and LUMO (spin up / spin down): 8.2 / 8.2 eV
* molar mass: 84.08 g/mol

B.
Formula: C3H4N2O
Source: OMol25
Level of theory: wB97M-V/def2-TZVPD

The geometry in ORCA input format:
```
! RIJCOSX wB97M-V def2-TZVPD def2/J DEFGRID3
* xyz 0 1
H -2.39067 -1.20630 1.15514
N -1.51171 -1.02136 0.67066
C -1.48329 0.17943 0.25195
C -0.34418 0.71476 -0.51252
C 0.79386 0.07852 -0.67229
N 1.84931 -0.51208 -0.90850
O 2.90881 -0.08147 -0.05190
H -2.29892 0.89875 0.39833
H -0.43627 1.68413 -0.99271
H 2.91305 -0.73439 0.66183
*
```

Summary:
* LUMO: 0.10 eV
* HOMO energy: -0.3541 hartree
* gap between HOMO and LUMO: 9.7 eV
* SMILES: [H]/N=C/C=C=NO
* molar mass: 84.08 g/mol

C.
Formula: C3H4N2O
Source: OMol25
Level of theory: wB97M-V/def2-TZVPD

The geometry in ORCA input format:
```
! RIJCOSX wB97M-V def2-TZVPD def2/J DEFGRID3
* xyz 0 1
N -1.32477 -0.86674 0.29728
C -0.32924 -0.03506 -0.10930
C 0.96774 -0.53968 0.21049
N 1.86268 0.40486 0.24436
O 1.21887 1.51624 -0.18712
C -0.09052 1.24414 -0.46019
H -0.67246 -1.48040 0.89425
H -2.27697 -0.78087 -0.06741
H 1.31079 -1.54585 -0.01028
H -0.66611 2.08337 -0.81209
*
```

Summary:
* LUMO: 0.85 eV
* HOMO energy: -0.3082 hartree
* gap between HOMO and LUMO: 9.2 eV
* SMILES: Nc1cnoc1
* molar mass: 84.08 g/mol

Winner for stability: C

A.
Formula: C3H4N2O
Source: OMol25
Level of theory: wB97M-V/def2-TZVPD

The geometry in ORCA input format:
```
! RIJCOSX wB97M-V def2-TZVPD def2/J DEFGRID3
* xyz 0 1
O -1.61883 -0.98700 -0.37990
C 0.82445 -0.98052 0.28856
C -0.54542 -0.31956 0.21548
C -0.27048 1.03517 -0.37881
N 0.97991 1.27185 -0.45817
N 1.58160 0.03980 -0.03023
H -1.80305 -1.77705 0.14361
H -0.73456 -0.11497 1.29278
H -1.00673 1.78163 -0.65291
H 2.59312 0.05065 -0.04039
*
```

Summary:
* LUMO: 0.43 eV
* HOMO energy: -0.3351 hartree
* gap between HOMO and LUMO: 9.6 eV
* molar mass: 84.08 g/mol

B.
Formula: C3H4N2O
Source: OMol25
Level of theory: wB97M-V/def2-TZVPD

The geometry in ORCA input format:
```
! RIJCOSX wB97M-V def2-TZVPD def2/J DEFGRID3
* xyz 0 1
H 1.72698 1.92766 0.14015
N 0.86699 1.38811 0.06336
C 1.12984 0.15865 -0.05975
O 2.36398 -0.37867 -0.12050
N 0.13055 -0.83624 -0.19687
C -1.02266 -0.45489 -0.03669
C -2.16972 0.07275 0.25766
H 2.25571 -1.33442 -0.23640
H -2.41626 -0.99837 0.67394
H -2.86541 0.45542 -0.48489
*
```

Summary:
* LUMO: 0.73 eV
* HOMO energy: -0.3524 hartree
* gap between HOMO and LUMO: 10.3 eV
* SMILES: [H]/N=C(\O)N=C=C
* molar mass: 84.08 g/mol

C.
Formula: C3H4N2O
Source: OMol25
Level of theory: wB97M-V/def2-TZVPD

The geometry in ORCA input format:
```
! RIJCOSX wB97M-V def2-TZVPD def2/J DEFGRID3
* xyz 0 1
H 2.71751 -0.04192 -0.78062
N 1.74179 0.18785 -0.61674
C 1.27733 -0.48258 0.34579
O 0.00046 -0.39060 0.76827
C -0.83864 0.50253 0.04497
C -2.15488 -0.12654 -0.12429
N -3.19602 -0.60244 -0.28173
H 1.80071 -1.21191 0.96835
H -0.40368 0.73042 -0.93186
H -0.94458 1.43519 0.60786
*
```

Summary:
* LUMO: 0.76 eV
* HOMO energy: -0.4031 hartree
* gap between HOMO and LUMO: 11.7 eV
* SMILES: [H]/N=C/OCC#N
* molar mass: 84.08 g/mol

Winner for stability: C